1.
The following is a DFT calculation (ωB97M-V/def2-TZVPD) of 2 unconnected molecules or ions with the total composition C4H14N2O in a non-equilibrium geometry.

Geometry as XYZ:
```
21
C4H14N2O ωB97M-V/def2-TZVPD
H 0.577 -0.139 -3.195
H -1.405 -0.126 -0.267
H -1.076 -1.821 -0.513
H -1.555 2.849 2.795
H 1.530 -0.327 -0.654
C 0.562 -0.723 -1.124
H 0.350 -2.866 1.368
H 0.639 2.548 -1.960
H -2.123 1.609 1.985
C -0.300 -0.969 1.309
C -0.676 -0.904 -0.191
H 1.587 -1.884 1.662
H -0.765 0.572 -2.175
N 0.599 -2.060 1.831
H 0.941 -1.580 -1.602
H -1.325 -1.109 1.852
O -1.322 2.216 2.021
C 0.316 0.358 -2.221
H 0.148 0.017 1.808
H 1.879 1.459 -1.596
N 1.081 1.559 -2.162
```

Summary:
ΔE to the lowest compared entry with this formula, charge and spin	34.07	kcal per mole
Kohn-Sham gap (spin up / spin down)	2.7 / 9.4	eV
total charge	-1
multiplicity	2
HOMO level (spin up / spin down)	0.0352 / -0.2149	Ha
E	-9400.1057	eV
lowest unoccupied orbital energy (spin up / spin down)	0.134 / 0.132	Eh

***

2.
The following is a DFT calculation (ωB97M-V/def2-TZVPD) of 2 unconnected molecules or ions with the total composition C4H14N2O in a non-equilibrium geometry.

Geometry as XYZ:
```
21
C4H14N2O ωB97M-V/def2-TZVPD
H -0.495 -0.825 -0.535
C -1.465 1.360 1.080
C 1.058 -0.001 -1.631
H 1.270 -1.154 1.034
H 2.371 -1.166 -2.683
H -2.344 1.985 0.890
H 1.713 0.871 -1.480
H -1.447 1.277 -1.080
H -2.012 -1.260 2.160
N 1.025 -0.204 0.822
C 0.201 0.004 -0.311
H 0.431 0.282 -2.494
C -0.730 1.221 -0.262
H -1.819 0.442 1.519
H -0.640 -1.970 1.835
N 1.905 -1.154 -1.784
H 1.478 -2.063 -1.642
H -0.846 1.900 1.796
H 1.858 0.355 0.794
O -1.411 -2.010 2.370
H -0.103 2.112 -0.400
```

Summary:
ΔE to the lowest compared entry with this formula, charge and spin	31.27	kcal per mole
Kohn-Sham gap	10.1	eV
multiplicity	1
HOMO level	-0.3387	Ha
E	-9402.2511	eV
lowest unoccupied orbital energy	0.033	Eh
SMILES	CC[C@H](N)CN.O

***

3.
The following is a DFT calculation (ωB97M-V/def2-TZVPD) of 2 unconnected molecules or ions with the total composition C4H14N2O in a non-equilibrium geometry.

Geometry as XYZ:
```
21
C4H14N2O ωB97M-V/def2-TZVPD
C 0.351 -1.034 1.497
H -0.220 1.562 2.318
C -0.304 0.073 -0.789
H -1.103 1.396 1.000
H -0.193 -0.965 -2.746
H 1.407 3.809 -0.059
H -0.342 1.075 -1.236
H 1.387 0.259 0.276
O 0.564 3.683 -0.449
H -1.269 -0.250 -0.331
H 0.119 3.074 0.228
C 0.052 -1.151 -1.720
H 1.212 -0.873 2.244
H 0.745 -1.956 0.861
C 0.358 0.219 0.591
N -0.782 -2.339 -1.284
H -1.508 -2.781 -1.823
H -0.599 -1.142 2.036
H -0.906 -2.796 -0.408
N -0.146 1.500 1.191
H 1.178 -1.364 -1.398
```

Summary:
ΔE to the lowest compared entry with this formula, charge and spin	67.40	kcal per mole
Kohn-Sham gap	9.7	eV
multiplicity	1
HOMO level	-0.3223	Ha
E	-9400.6843	eV
lowest unoccupied orbital energy	0.034	Eh
SMILES	C[C@H](N)CCN.O

***

> Among the records above, which one has the lowest E?

number 2